# 1
131
Properties=species:S:1:pos:R:3:forces:R:3:lowdin_charge:R:1 method="wB97M-V/def2-TZVPD" e_above_lowest_kcal_mol=34.67 charge=0 energy_ha=-2328.5881 smiles=COC[C@H](C)N.COC[C@H](C)N.COC[C@H](C)N.COC[C@H](C)N.COC[C@H](C)N.COC[C@H](C)N.COC[C@H](C)N.O.O.O.O gap_ev=8.87
C -0.146 3.434 -1.750 0.488 0.540 0.767 -0.130
O -0.402 3.315 -3.117 -0.493 -0.762 -0.183 -0.166
C -0.853 1.990 -3.419 0.629 0.269 0.816 -0.204
C -0.958 1.815 -4.916 0.634 -1.324 -0.126 -0.417
C -1.469 0.416 -5.268 -1.021 -0.405 0.368 -0.063
N 0.346 1.962 -5.573 -0.210 1.265 -0.346 0.037
H -0.925 3.021 -1.100 -0.399 0.285 -0.297 0.072
H 0.012 4.499 -1.574 -0.207 -0.008 0.196 0.071
H 0.757 2.929 -1.369 0.165 -0.197 -0.629 0.095
H -0.099 1.320 -2.979 0.099 -0.334 -0.433 0.116
H -1.754 1.743 -2.842 -0.352 0.314 -0.316 0.129
H -1.631 2.560 -5.341 0.017 0.110 0.095 0.141
H -0.690 -0.347 -5.249 0.246 0.201 -0.006 0.049
H -1.967 0.368 -6.237 0.357 0.209 -0.186 0.075
H -2.244 0.055 -4.579 0.120 0.214 0.153 0.076
H 0.588 2.947 -5.473 0.270 -0.192 -0.159 0.068
H 1.101 1.450 -5.130 -0.268 -0.267 0.247 0.069
C -0.520 5.201 1.728 0.329 -0.274 0.472 -0.110
O -0.504 6.593 1.932 0.171 -0.193 -0.066 -0.177
C -1.367 7.315 1.069 0.664 0.758 0.396 -0.194
C -0.812 7.432 -0.363 -0.521 -0.092 0.463 -0.444
C 0.591 7.972 -0.468 1.191 0.470 0.737 -0.067
N -1.758 8.178 -1.186 -0.216 -1.033 0.193 0.042
H -0.225 4.916 0.716 -0.397 -0.036 -0.144 0.065
H -1.472 4.769 2.052 -0.220 0.023 -0.472 0.072
H 0.212 4.712 2.376 0.136 0.418 0.162 0.080
H -2.375 6.892 1.084 -0.040 -0.147 -0.268 0.126
H -1.418 8.296 1.550 -0.117 0.153 -0.193 0.128
H -0.773 6.369 -0.630 -0.117 0.201 -0.821 0.101
H 0.781 8.980 -0.073 -0.722 -0.014 0.307 0.081
H 0.951 8.096 -1.492 -0.186 -0.637 -0.133 0.075
H 1.279 7.346 0.111 0.050 -0.106 -0.348 0.076
H -2.142 8.973 -0.698 0.191 0.257 -0.153 0.067
H -1.327 8.421 -2.063 -0.171 0.361 -0.061 0.065
C 5.678 1.328 2.313 -0.050 0.119 -0.542 -0.103
O 4.313 1.329 2.661 -0.336 0.026 -0.151 -0.195
C 4.123 1.514 4.045 -0.151 -0.220 0.908 -0.222
C 2.648 1.566 4.419 -0.920 0.190 -0.132 -0.386
C 1.928 0.237 4.146 0.127 0.154 -0.066 -0.045
N 1.963 2.690 3.722 0.558 -0.182 -0.487 0.035
H 6.266 0.813 3.073 0.197 0.037 -0.033 0.090
H 6.054 2.339 2.123 0.052 0.131 0.480 0.092
H 5.796 0.830 1.348 -0.139 -0.289 0.113 0.075
H 4.559 0.667 4.590 0.234 0.067 0.002 0.129
H 4.594 2.442 4.388 0.178 0.029 -0.075 0.129
H 2.529 1.778 5.483 0.418 -0.078 0.108 0.142
H 0.852 0.318 4.293 0.020 0.257 -0.075 0.065
H 2.250 -0.541 4.840 0.275 -0.008 -0.111 0.085
H 2.127 -0.081 3.124 -0.052 -0.158 -0.007 0.060
H 2.520 2.854 2.885 -0.446 0.068 -0.211 0.075
H 2.019 3.561 4.241 0.125 -0.163 0.231 0.088
C -3.632 3.397 4.042 -0.300 1.057 -0.308 -0.114
O -3.250 2.057 4.058 0.460 -0.625 0.074 -0.220
C -3.815 1.284 3.011 -0.284 0.359 -0.092 -0.197
C -3.335 -0.181 3.050 -0.904 1.001 -0.121 -0.435
C -3.656 -0.841 1.730 0.037 -0.192 -0.477 -0.061
N -3.953 -0.909 4.128 0.478 -0.681 1.210 0.040
H -3.279 3.897 4.941 0.023 -0.261 0.139 0.096
H -4.715 3.546 3.948 -0.079 -0.340 0.238 0.092
H -3.216 3.971 3.201 0.225 -0.326 -0.124 0.073
H -4.902 1.328 3.166 -0.066 -0.317 -0.238 0.130
H -3.617 1.764 2.044 0.193 -0.071 0.013 0.112
H -2.250 -0.202 3.186 -0.012 0.068 0.164 0.130
H -4.733 -0.898 1.549 -0.029 -0.083 0.185 0.084
H -3.238 -1.848 1.727 -0.147 -0.045 -0.062 0.081
H -3.237 -0.296 0.881 0.169 0.029 0.124 0.068
H -3.767 -0.507 5.038 0.197 0.064 -0.127 0.076
H -4.946 -1.089 4.103 -0.056 0.229 -0.667 0.074
C -2.714 -9.308 0.894 -0.163 -0.317 -1.128 -0.098
O -2.849 -8.044 0.275 0.140 0.566 1.346 -0.194
C -2.351 -7.927 -1.022 0.194 -0.191 -1.084 -0.226
C -1.506 -6.652 -1.137 0.926 -0.075 0.863 -0.439
C -2.217 -5.426 -0.581 0.195 0.015 -0.306 -0.042
N -0.956 -6.393 -2.467 -0.193 -0.570 -0.759 0.043
H -3.428 -9.964 0.383 0.208 -0.452 0.264 0.089
H -2.941 -9.304 1.956 -0.143 0.562 -0.012 0.085
H -1.695 -9.690 0.772 -0.008 -0.093 -0.035 0.085
H -1.707 -8.779 -1.285 -0.053 -0.053 0.075 0.118
H -3.191 -7.946 -1.728 0.068 0.224 -0.108 0.130
H -0.648 -6.876 -0.482 -0.160 0.160 0.381 0.127
H -1.713 -4.550 -0.991 -0.150 0.149 0.123 0.052
H -2.143 -5.395 0.503 -0.123 -0.023 -0.006 0.082
H -3.268 -5.403 -0.871 0.010 0.052 -0.043 0.086
H -0.334 -7.148 -2.748 -0.345 -0.208 -0.001 0.074
H -0.330 -5.594 -2.500 -0.338 0.269 0.467 0.028
C -0.875 1.989 1.421 0.900 0.150 -0.516 -0.107
O -0.739 0.978 0.442 -0.960 -0.350 0.263 -0.196
C 0.221 0.004 0.782 0.166 0.397 -0.141 -0.201
C 0.432 -0.869 -0.434 -0.491 -0.391 -0.401 -0.389
C -0.716 -1.820 -0.787 -0.029 0.087 0.814 -0.034
N 1.662 -1.657 -0.246 0.369 0.728 -0.815 0.066
H 0.076 2.531 1.380 -0.137 0.428 0.419 0.080
H -1.025 1.651 2.448 -0.043 -0.396 -0.089 0.069
H -1.699 2.639 1.142 -0.007 -0.008 -0.119 0.082
H 1.184 0.506 0.969 0.001 -0.007 0.198 0.122
H -0.068 -0.532 1.694 -0.014 -0.213 -0.073 0.131
H 0.510 -0.148 -1.259 0.289 -0.091 -0.082 0.126
H -1.610 -1.251 -1.040 -0.061 -0.076 0.001 0.082
H -0.927 -2.468 0.069 -0.134 0.130 0.101 0.081
H -0.473 -2.514 -1.590 0.153 0.279 -0.226 0.049
H 2.434 -1.026 -0.476 -0.035 0.020 0.358 0.059
H 1.685 -2.281 -1.050 -0.164 -0.291 0.550 0.026
C 2.320 -4.718 -1.347 0.425 -0.320 -0.986 -0.086
O 1.471 -4.017 -2.245 -0.107 -0.147 0.252 -0.241
C 2.170 -3.155 -3.139 -1.197 0.204 -0.227 -0.199
C 1.151 -2.596 -4.123 -0.208 -0.584 -1.939 -0.422
C 0.405 -3.728 -4.859 -0.472 0.072 1.411 -0.046
N 1.893 -1.804 -5.123 0.482 0.188 0.066 0.034
H 1.764 -5.377 -0.683 -0.456 0.565 0.193 0.087
H 2.963 -4.003 -0.833 0.092 -0.214 0.347 0.077
H 2.923 -5.429 -1.925 0.369 0.221 -0.026 0.093
H 2.544 -2.271 -2.616 0.798 -0.297 -0.015 0.111
H 2.920 -3.704 -3.718 0.305 0.038 0.294 0.135
H 0.436 -1.957 -3.602 0.085 0.089 -0.006 0.120
H 1.130 -4.413 -5.298 -0.097 -0.157 0.014 0.085
H -0.300 -3.398 -5.621 0.247 0.370 -0.119 0.077
H -0.219 -4.220 -4.104 0.159 -0.451 -0.336 0.056
H 2.599 -2.404 -5.549 0.124 0.042 0.313 0.069
H 1.314 -1.598 -5.931 -0.366 0.248 0.283 0.063
O 4.789 -1.418 -1.011 0.259 -0.326 0.386 -0.048
H 5.561 -1.919 -1.304 -0.087 0.115 -0.056 0.072
H 4.794 -1.500 -0.046 -0.062 -0.071 -0.152 0.067
O 3.740 1.079 -1.451 0.255 -0.343 0.290 -0.077
H 4.301 0.288 -1.291 -0.375 0.569 -0.250 -0.014
H 3.935 1.682 -0.725 -0.040 -0.040 -0.083 0.024
O -0.621 2.529 4.975 0.068 -0.285 -0.551 -0.093
H 0.126 2.516 4.337 -0.347 0.039 0.273 -0.026
H -1.365 2.084 4.522 0.240 0.359 0.389 -0.002
O 1.847 -3.335 2.077 0.172 0.522 0.125 -0.098
H 1.991 -4.067 1.474 -0.054 0.019 -0.083 -0.006
H 1.873 -2.536 1.500 -0.172 -0.709 -0.005 -0.008

***

# 2
15
Properties=species:S:1:pos:R:3:forces:R:3:lowdin_spin:R:1 method="wB97M-V/def2-TZVPD" s2=2.01 e_above_lowest_kcal_mol=52.45 charge=+1 energy_ha=-266.8436 multiplicity=3 gap_ev="7.28 / 7.75"
C -2.848 -0.767 0.423 -2.472 -2.334 1.222 0.013
C -0.630 -0.367 -0.207 -0.513 -1.491 -0.301 0.094
C 0.235 0.760 -0.081 -1.052 2.689 0.401 0.718
C 3.185 -0.650 0.004 -0.233 0.149 0.987 0.800
N -2.097 0.018 -0.139 3.807 1.770 -1.142 0.047
N -0.057 2.019 -0.081 3.524 -1.556 -0.043 0.088
H -3.901 -0.471 0.419 0.095 -0.238 0.211 0.005
H -2.606 -1.763 0.858 0.116 0.672 -0.176 0.003
H -0.364 -0.692 -1.222 -0.338 0.090 -0.503 0.003
H -0.251 -1.285 0.319 -0.524 0.895 0.313 0.009
H 3.394 -0.072 -0.805 0.602 1.552 -2.191 0.064
H 3.025 -1.654 -0.138 -0.290 -2.161 -0.096 0.061
H 3.207 -0.211 0.953 0.025 0.368 1.296 0.059
H -0.953 2.378 -0.190 -2.633 0.307 -0.173 0.019
H 0.663 2.758 -0.113 -0.115 -0.712 0.196 0.017

***

# 3
13
Properties=species:S:1:pos:R:3:forces:R:3:nbo_charge:R:1 method="wB97M-V/def2-TZVPD" e_above_lowest_kcal_mol=44.77 charge=0 energy_ha=-418.8229 smiles=OC[C@@]1(O)O[C@@H]1O gap_ev=10.68
O 2.400 0.015 -0.386 -0.116 0.016 0.606 -0.715
C 1.365 0.072 0.622 0.893 0.161 -1.542 -0.099
C 0.072 0.374 -0.082 -1.597 -1.364 1.935 0.447
O -0.179 1.687 -0.296 0.032 0.386 -0.245 -0.676
O -0.316 -0.555 -1.062 0.295 -0.299 -0.928 -0.516
C -1.069 -0.597 0.139 0.808 0.777 -0.137 0.283
O -2.333 -0.065 0.079 -0.279 0.127 -0.110 -0.713
H 2.094 -0.567 -1.096 -0.047 0.060 0.191 0.472
H 1.313 -0.884 1.159 -0.123 0.246 -0.020 0.174
H 1.625 0.892 1.291 -0.018 -0.164 0.022 0.207
H -1.097 1.790 -0.588 0.096 -0.103 0.067 0.495
H -0.968 -1.536 0.680 -0.026 0.138 0.089 0.155
H -2.906 -0.626 -0.459 0.082 0.017 0.071 0.486

***

# 4
33
Properties=species:S:1:pos:R:3:forces:R:3:lowdin_spin:R:1 method="wB97M-V/def2-TZVPD" s2=0.75 e_above_lowest_kcal_mol=1.20 charge=+2 energy_ha=-1925.2569 multiplicity=2 gap_ev="7.83 / 7.78"
Ti 0.299 0.276 0.454 1.173 -0.064 -0.093 0.945
O -3.412 2.039 0.961 0.108 0.177 -0.178 0.002
C -2.368 1.289 0.901 -0.171 -0.622 0.376 0.004
O -1.276 1.626 0.399 -0.382 0.041 0.091 -0.001
C -2.473 -0.070 1.539 -0.020 0.573 -0.326 0.008
C -3.496 -0.602 2.288 0.115 -0.379 0.143 -0.001
C -3.244 -1.847 2.896 -0.114 0.235 -0.083 0.014
C -2.006 -2.459 2.775 0.197 -0.023 -0.137 -0.003
C -1.034 -1.830 1.998 -0.267 -0.200 0.272 0.014
N -1.308 -0.699 1.380 -0.053 0.111 0.134 -0.001
C 0.425 -2.225 1.841 -0.041 0.305 -0.067 0.001
O 0.881 -3.254 2.202 0.090 -0.045 -0.008 -0.001
O 1.104 -1.196 1.256 -0.450 -0.069 -0.020 -0.017
H -3.258 2.916 0.556 -0.056 -0.056 0.049 0.000
H -4.435 -0.086 2.422 -0.002 0.019 -0.012 0.000
H -4.019 -2.308 3.494 0.008 -0.010 0.009 0.001
H -1.764 -3.388 3.274 -0.056 -0.003 0.021 0.000
N 3.348 1.935 -1.861 0.005 0.165 0.295 0.001
C 3.724 2.746 -0.806 0.072 -0.133 -0.193 0.000
C 2.862 2.478 0.206 -0.139 -0.025 0.051 0.002
N 1.951 1.527 -0.215 0.055 0.041 -0.032 0.011
C 2.286 1.226 -1.463 -0.187 -0.224 -0.300 0.004
C 1.489 0.235 -2.177 0.297 0.248 0.052 0.004
N 0.444 -0.312 -1.565 0.054 -0.038 -0.176 0.011
C -0.098 -1.215 -2.460 -0.122 0.049 0.072 0.004
C 0.621 -1.186 -3.608 0.231 0.067 -0.023 0.000
N 1.634 -0.264 -3.406 -0.279 -0.139 0.008 0.000
H 3.811 1.901 -2.756 -0.003 0.008 0.003 0.000
H 4.562 3.416 -0.877 0.000 0.004 0.028 0.000
H 2.841 2.903 1.195 -0.030 -0.008 0.002 0.000
H -0.960 -1.816 -2.230 0.000 0.020 0.035 0.000
H 0.524 -1.728 -4.532 -0.020 -0.019 0.012 0.000
H 2.345 -0.030 -4.082 -0.012 -0.008 -0.006 0.000

***

# 5
100
Properties=species:S:1:pos:R:3:forces:R:3:lowdin_spin:R:1 method="wB97M-V/def2-TZVPD" s2=3.80 charge=+2 energy_ha=-4071.6688 multiplicity=4 gap_ev="6.78 / 4.66"
P 1.374 1.821 -5.900 0.400 -0.293 2.785 0.424
C 3.026 1.746 -5.226 0.245 -0.840 -0.407 0.064
C 3.840 1.058 -6.170 -0.041 0.596 -0.428 0.069
H 3.388 0.324 -6.846 0.080 0.421 0.012 0.001
C 5.164 1.421 -6.342 0.426 -0.046 0.433 -0.006
H 5.716 1.031 -7.200 -0.033 0.022 0.482 -0.001
C 5.760 2.304 -5.421 -0.202 -0.195 -0.511 0.063
H 6.810 2.594 -5.569 -0.576 -0.084 0.189 0.003
C 5.019 2.787 -4.332 -0.058 -0.324 0.074 0.015
H 5.536 3.399 -3.586 -0.361 -0.293 -0.172 0.000
C 3.652 2.501 -4.212 0.344 0.445 -0.269 0.030
H 3.118 2.840 -3.323 -0.085 0.219 -0.508 0.000
C 0.522 0.282 -5.871 -1.069 -0.914 0.388 0.056
C 1.088 -0.937 -5.425 0.044 0.089 -0.501 0.044
H 1.944 -0.932 -4.758 0.149 0.082 -0.305 0.001
C 0.537 -2.149 -5.837 -0.295 -0.086 0.047 -0.002
H 0.988 -3.098 -5.530 -0.111 0.431 -0.068 -0.001
C -0.595 -2.167 -6.664 0.017 0.152 -0.056 0.060
H -0.978 -3.115 -7.065 0.227 0.458 0.224 0.003
C -1.263 -0.967 -6.958 -0.217 -0.283 0.257 -0.007
H -2.171 -0.977 -7.574 0.344 0.002 0.424 -0.001
C -0.765 0.235 -6.476 0.531 0.171 -0.455 0.052
H -1.328 1.161 -6.615 0.270 -0.177 -0.326 0.001
C 0.422 3.227 -5.365 -0.441 1.485 -1.146 0.056
C 0.509 4.092 -6.498 -0.186 -0.487 0.076 0.038
H 1.198 3.827 -7.310 -0.237 0.187 0.244 0.014
C -0.309 5.190 -6.667 -0.386 0.515 0.366 0.003
H -0.233 5.744 -7.607 -0.125 -0.007 0.473 0.000
C -1.210 5.548 -5.646 0.483 -0.215 -0.669 0.007
H -1.846 6.435 -5.795 0.283 -0.584 0.294 0.000
C -1.258 4.771 -4.481 0.141 0.076 -0.196 0.005
H -1.949 5.092 -3.691 0.444 -0.360 -0.201 0.001
C -0.462 3.619 -4.329 -0.074 0.204 -0.174 0.010
H -0.544 3.111 -3.371 0.158 -0.273 -0.241 0.000
Tc -0.067 -0.206 0.202 0.263 -1.642 1.603 1.476
C -1.930 -0.855 -0.336 -0.952 -0.361 -0.129 -0.018
C -2.326 -0.853 -1.641 -0.569 -0.047 0.130 0.083
H -2.599 -1.260 0.456 0.557 0.075 -0.683 -0.002
C -1.499 -0.071 -2.621 1.404 0.238 0.031 0.027
O -2.198 1.080 -3.097 0.040 0.008 -0.987 0.011
H -1.685 1.469 -3.844 -0.545 -0.448 0.738 0.001
C -0.348 0.349 -1.809 1.393 0.929 2.648 0.126
H -1.039 -0.630 -3.451 -0.711 -0.300 -0.204 0.009
C 0.397 1.104 -1.047 -0.060 1.937 -5.642 0.032
Cl -0.585 -1.364 2.321 0.380 0.346 -0.469 0.061
Cl 2.458 0.447 0.420 0.305 0.069 0.207 -0.011
P 1.327 -2.086 -0.448 0.085 -1.070 0.268 0.048
C 2.404 -2.660 0.909 0.076 0.123 0.074 -0.001
H 1.775 -2.972 1.750 0.130 -0.001 -0.168 0.000
H 3.034 -1.819 1.231 -0.228 -0.413 -0.106 0.000
H 3.050 -3.482 0.566 -0.316 0.138 0.078 0.000
C 0.206 -3.485 -0.767 0.178 -0.201 -0.077 0.021
H -0.327 -3.294 -1.709 0.085 -0.117 0.226 0.000
H -0.513 -3.525 0.061 0.159 -0.110 -0.173 0.000
H 0.777 -4.420 -0.833 -0.279 0.098 -0.022 0.004
C 2.431 -2.087 -1.907 -0.026 0.328 -0.182 0.006
H 2.950 -1.122 -1.967 -0.080 -0.254 0.021 0.001
H 1.842 -2.245 -2.821 0.099 0.048 0.241 0.001
H 3.176 -2.894 -1.819 -0.339 0.275 0.040 0.000
P -3.827 -1.627 -2.242 1.487 1.058 0.881 0.014
C -4.336 -2.675 -0.907 -0.708 -0.468 -0.116 0.000
C -3.424 -2.571 -3.702 -0.305 -0.401 -0.311 0.003
H -4.434 -2.086 0.013 -0.063 -0.163 -0.283 0.000
H -3.596 -3.472 -0.762 -0.229 0.197 -0.019 0.000
H -5.309 -3.099 -1.185 0.154 -0.122 0.316 0.000
H -3.029 -1.939 -4.509 -0.143 -0.029 0.269 0.000
H -4.353 -3.049 -4.040 0.272 -0.004 -0.117 0.000
H -2.688 -3.348 -3.461 -0.182 0.189 0.011 0.000
C -5.032 -0.371 -2.622 -0.530 0.013 -0.176 0.005
H -5.351 0.131 -1.698 0.141 -0.159 -0.191 0.000
H -5.891 -0.866 -3.081 -0.112 0.213 -0.008 0.001
H -4.612 0.378 -3.308 -0.027 -0.320 0.219 0.000
H 1.013 1.980 -1.193 -0.036 -0.230 0.257 0.000
C 0.236 3.520 0.424 0.125 -0.063 -0.351 0.002
P -0.213 1.959 1.258 -0.516 0.616 1.271 0.037
C 0.553 2.182 2.879 0.244 -0.206 0.191 -0.003
C 0.181 3.296 3.642 0.208 -0.116 0.139 -0.001
C 0.758 3.483 4.897 0.010 -0.061 -0.092 0.000
C 1.706 2.569 5.380 -0.055 0.002 -0.153 0.000
C 2.089 1.471 4.606 -0.126 0.276 0.120 0.000
C 1.512 1.281 3.356 -0.170 -0.079 -0.042 0.000
C -1.989 2.163 1.550 -0.163 -0.440 -0.221 0.020
C -2.836 2.686 0.561 0.057 0.101 0.496 0.014
C -4.167 2.940 0.890 -0.002 -0.173 -0.009 -0.002
C -4.652 2.596 2.157 0.046 -0.028 0.053 0.017
C -3.831 1.943 3.085 -0.068 -0.010 -0.280 -0.002
C -2.502 1.690 2.763 -0.100 0.184 0.001 0.015
H -0.228 4.372 0.935 0.163 -0.303 -0.014 0.001
H -0.098 3.498 -0.619 -0.036 0.278 0.237 0.000
H 1.331 3.607 0.449 -0.250 0.048 -0.018 0.000
H -0.560 4.001 3.251 0.225 -0.207 0.289 0.000
H 0.461 4.346 5.496 0.143 -0.281 -0.121 0.000
H 2.152 2.719 6.363 -0.138 -0.003 -0.238 0.000
H 2.832 0.754 4.961 -0.247 0.299 -0.019 0.000
H 1.817 0.434 2.745 -0.212 0.282 0.332 0.000
H -2.450 2.894 -0.442 -0.147 0.127 0.349 0.001
H -4.821 3.411 0.156 0.105 -0.157 0.233 0.000
H -5.686 2.821 2.422 0.282 -0.049 -0.102 0.001
H -4.213 1.633 4.057 -0.004 0.080 -0.297 0.000
H -1.851 1.129 3.438 -0.232 0.368 -0.082 0.001